Entry 1:
75
Properties=species:S:1:pos:R:3 method="wB97M-V/def2-TZVPD" homo_ev=-9.41 charge=0 e_lumo_ev=0.1 e_above_lowest_ev=0.000 smiles="CCOC(=O)OC.CN(C)C=O.BrCCBr.BrCCBr.BrCCBr.BrCCBr.BrCCBr.BrCCBr" total_energy_ev=-870522.710
H 6.576 6.959 1.101
H -6.118 -2.187 4.335
H 3.019 0.195 1.106
H 6.549 9.470 1.606
C -5.088 -9.683 -4.832
H 5.766 1.812 -5.800
H -1.480 4.439 -6.202
H -5.062 -6.194 -1.984
C -4.675 -8.678 -2.656
H -5.733 -10.464 -5.235
H -4.654 -5.738 -3.545
H -2.358 -6.437 -1.364
H -1.421 1.769 -7.615
H 0.515 -4.287 8.967
N 6.935 0.845 -4.396
Br -2.577 1.712 -5.260
C -5.051 7.810 3.463
C -4.724 -0.672 4.799
C -1.314 2.364 -6.707
H -5.238 -8.697 -5.273
Br -4.031 -0.344 2.949
C 7.214 1.406 -3.183
Br -3.028 3.959 -8.331
Br 1.179 -5.082 5.261
C 1.511 1.553 2.070
H -5.438 0.082 5.130
H -5.381 8.378 4.333
H 6.364 -0.999 -3.575
H -4.026 -9.923 -4.862
Br -2.101 8.072 3.693
H -0.637 -4.246 6.852
C 6.369 -0.494 -4.541
H 0.526 1.924 1.785
C 6.080 7.343 1.993
H -4.017 -0.659 5.629
H 7.404 2.491 -3.169
H -0.470 -6.017 7.051
H 5.016 7.491 1.808
H -2.930 -4.864 -1.861
Br 5.608 9.497 3.851
C -4.284 -6.359 -2.729
H 6.873 -1.002 -5.363
H -3.959 6.698 4.795
Br -6.578 6.513 3.116
Br -5.731 -2.778 6.669
O -4.731 -8.754 -1.499
H -4.880 8.445 2.594
H -3.678 6.130 3.151
H 7.048 0.971 -6.596
Br 6.423 6.108 3.573
H -2.248 -6.011 -3.055
C 6.834 1.607 -5.737
O 7.252 0.813 -2.129
O -5.289 -9.607 -3.431
C 1.001 -4.627 8.052
H -0.523 4.114 -7.563
C -1.465 3.822 -7.100
H 1.571 -3.810 7.610
H -0.253 2.242 -6.487
C 0.066 -5.074 6.940
Br 1.964 1.462 -0.835
H 7.445 2.510 -5.720
C 6.588 8.716 2.392
C 2.002 0.567 0.980
H -4.570 -2.925 4.611
O -4.317 -7.608 -3.337
C -5.204 -2.094 4.922
Br 1.429 0.473 3.779
H 7.634 8.738 2.698
C -2.873 -5.909 -2.167
C -3.765 7.021 3.772
H 2.173 2.418 2.091
H 5.318 -0.373 -4.801
Br 2.349 -6.075 8.393
H 1.300 -0.265 1.021

---

Entry 2:
83
Properties=species:S:1:pos:R:3 method="wB97M-V/def2-TZVPD" homo_ev=-9.26 charge=0 e_lumo_ev=-1.5 total_energy_ev=-96284.474
C 1.081 2.160 -1.140
O 1.318 -4.369 -3.293
C -4.182 -0.668 1.830
O 3.144 1.792 -2.774
O 1.431 4.433 -1.449
H 0.068 -1.441 3.361
C -0.202 2.905 2.945
C 0.548 -3.295 -2.989
H 0.397 1.154 4.017
O 2.722 -2.944 -2.350
H 1.565 0.651 1.707
H -3.312 1.093 -0.841
C 2.614 -0.426 -3.120
O -0.487 -0.310 2.914
H -1.319 0.259 -4.805
H 2.767 1.889 1.041
H -0.240 3.995 2.941
C -3.384 -0.050 0.680
O -0.132 -1.714 -2.621
C -3.141 -1.147 2.899
O 0.376 3.470 -2.936
H 1.179 -0.773 1.871
H -0.286 -0.578 0.879
C 2.562 -4.078 -3.131
C -1.764 0.019 -3.840
H -2.804 -0.798 0.141
H -3.407 -1.480 3.902
H 0.329 -2.801 2.264
O 0.830 3.903 0.541
O 3.439 -4.902 -3.434
O 1.099 -4.087 4.465
C 1.425 -2.454 -1.998
C -2.367 0.911 1.251
H 2.443 -0.585 -2.056
H -3.353 -0.449 -1.627
C -1.348 0.282 -1.095
H -2.809 1.873 1.510
H 2.582 3.119 3.103
H -4.831 0.067 2.305
H -4.856 -1.456 1.494
H 3.012 -1.276 -3.674
H 0.219 -2.681 -3.828
C 0.651 -1.125 0.985
S -0.379 -0.282 -2.605
H 2.972 1.599 3.576
C -2.802 0.490 -1.592
H -4.049 0.394 -0.060
H -2.140 -0.987 -4.030
C 1.917 1.682 1.690
H -1.209 -0.483 -0.331
N 3.413 0.764 -3.398
F 1.190 -2.839 -0.798
O 1.683 -2.107 5.311
O 2.520 -1.434 -0.446
N 1.183 -2.836 4.394
H -0.336 -3.607 -2.434
H 1.654 -0.162 -3.563
H -3.748 0.999 -3.547
H -0.837 1.221 -0.881
H 0.975 2.723 4.773
C 2.147 2.119 3.090
H 0.082 1.938 -0.765
O 4.366 0.642 -4.236
C -2.753 0.974 -3.102
H -2.274 1.937 -2.926
H 1.760 2.105 -0.289
N 0.910 3.437 -1.855
S -1.913 0.242 2.913
C 0.787 2.160 3.859
O 0.744 0.633 -2.790
O 1.221 0.389 -0.635
N 1.551 -0.710 -0.135
O -2.401 1.248 3.873
H -2.660 -2.031 2.480
C 0.741 -2.265 3.119
S 0.388 2.675 1.182
O -0.451 1.714 0.459
H -1.246 2.629 3.092
H 1.386 -1.368 -2.075
H 1.424 1.359 -1.796
H 0.429 -2.185 1.105
H 1.628 -1.824 2.664
H -1.450 0.961 0.664

---

Entry 3:
71
Properties=species:S:1:pos:R:3 method="wB97M-V/def2-TZVPD" homo_ev=-9.20 charge=0 e_lumo_ev=-0.3 e_above_lowest_ev=0.485 total_energy_ev=-62979.850
H 5.223 -0.717 3.659
C -2.095 -2.725 -0.362
H -0.032 3.700 4.730
H 5.931 -2.338 1.570
S 1.562 3.345 -2.686
H -0.718 2.980 -0.434
H -2.151 3.451 0.474
C -1.778 2.717 -0.265
H 0.180 1.196 6.450
H 1.153 -0.453 -4.378
O -0.438 1.924 3.778
C -1.418 3.268 -3.475
C 0.331 0.234 -4.661
C -0.199 2.867 -4.374
O -2.592 2.879 -1.412
C 0.649 0.988 3.739
O 1.348 4.100 -1.445
O 3.027 3.211 -2.900
O -2.374 -3.095 0.993
H -1.156 4.150 -2.866
H -1.124 0.666 -0.020
H 2.457 -2.878 3.239
H -4.054 -4.056 1.727
H 1.151 2.669 6.573
H -4.650 -3.739 -0.570
H -2.622 -1.790 -0.573
O -1.528 -0.858 -2.667
C 0.663 1.991 5.874
C 4.685 -0.979 2.746
H 1.798 -1.929 1.891
H -2.222 3.616 -4.147
O 0.799 3.923 -4.053
C -3.257 -4.223 1.001
H -1.652 1.408 1.493
H -1.022 -2.555 -0.480
H 1.614 1.866 -4.600
H -1.334 1.426 -2.168
H -2.906 1.757 -3.051
H 0.239 -0.014 3.907
C -1.911 1.317 0.412
H 3.726 -2.310 0.530
C 3.778 -2.776 1.518
H 5.264 -3.031 3.054
C 1.604 1.385 4.848
H -0.517 -2.139 -5.445
C -2.608 -3.855 -1.237
H 3.680 -3.854 1.391
H 2.186 0.546 5.225
H -0.418 3.007 -5.441
H -1.345 2.746 5.449
C -2.032 2.186 -2.540
O 3.277 -1.006 3.011
H 0.390 0.323 -5.760
C 5.057 -2.355 2.220
C -3.776 -4.378 -0.419
C -0.357 2.686 4.989
P -1.320 -0.481 -4.266
H 1.118 1.011 2.754
C 0.661 1.618 -4.075
H 4.874 -0.203 1.996
H -2.682 -5.102 1.312
O 1.069 1.724 -2.689
H -0.699 -0.685 -2.208
C 2.713 -2.188 2.427
H -4.057 -5.403 -0.658
H -2.883 -3.525 -2.238
H 2.300 2.148 4.486
O -1.374 -1.964 -5.053
O -2.443 0.330 -4.853
H -1.843 -4.632 -1.333
H -2.916 0.881 0.334

---

Entry 4:
63
Properties=species:S:1:pos:R:3 method="wB97M-V/def2-TZVPD" homo_ev="-6.99 / -6.84" charge=0 e_lumo_ev="-0.4 / -0.5" e_above_lowest_ev=0.725 total_energy_ev=-45531.907
H 2.251 0.709 -2.304
C -0.550 2.934 -1.499
H -2.093 1.052 -0.423
H 2.611 0.988 5.164
H -3.653 -1.910 -2.406
C -3.056 -1.559 -1.571
H -0.573 0.041 1.159
H -1.415 -3.028 -3.887
H -2.464 -1.663 -4.093
H -0.487 2.285 6.005
H 1.874 3.604 0.510
C 1.700 1.544 5.365
H -0.428 1.026 -3.800
H 1.379 1.348 6.380
H -3.319 -3.734 -1.143
H -1.271 0.355 3.875
C -0.150 -2.441 -1.400
H 0.758 -3.091 -1.523
C 1.290 1.217 -2.443
C 0.537 1.435 4.397
H 1.493 2.180 -2.939
H 3.023 2.862 -0.634
Cd 2.144 1.123 1.327
C -2.616 -2.913 -0.837
C 0.355 0.394 -3.346
H 0.718 -2.021 0.565
H -3.708 -1.022 -0.892
H 1.986 2.598 5.316
H 2.096 -1.919 -3.352
H 0.296 3.487 4.941
C 2.730 -0.718 2.324
P -0.297 -1.199 -2.739
H 0.872 -3.195 -3.612
O 0.912 1.748 3.121
H 0.070 -0.769 4.173
C 1.091 -2.138 -3.725
H 1.051 -1.887 -4.788
C 1.984 3.185 -0.496
H -2.710 -2.882 0.267
H -0.042 3.535 -2.301
H -0.756 0.007 5.518
H 1.679 3.916 -1.239
C -1.579 0.159 -0.762
C -0.840 -0.619 0.281
H -1.229 2.740 4.438
C 0.316 -1.461 -0.262
H -1.565 -1.369 0.622
C -1.247 -3.310 -1.113
C -0.370 0.183 4.494
P 0.818 1.804 -0.694
H -2.360 0.087 -2.734
H 0.995 0.146 -4.200
H 1.122 -0.836 -0.664
H 2.012 -1.560 2.270
H 3.669 -1.008 1.798
H -1.435 2.477 -1.973
C -1.954 -0.545 -1.941
H -1.028 -4.401 -1.147
C -0.300 2.563 4.972
C -1.411 -1.941 -4.025
H -1.006 -1.741 -5.022
H -0.899 3.660 -0.733
H 2.983 -0.510 3.382

---

Entry 5:
76
Properties=species:S:1:pos:R:3 method="wB97M-V/def2-TZVPD" s2=0.75 homo_ev="-17.83 / -17.83" charge=+3 e_lumo_ev="-9.1 / -9.4" total_energy_ev=-88801.828 multiplicity=2
H -1.407 -3.061 1.351
H -6.018 -1.779 0.479
H 4.270 3.366 1.249
H 0.313 -2.632 1.192
H 1.898 3.832 1.291
H -4.767 0.672 -2.588
H -3.148 0.108 -3.037
C 4.291 3.000 0.223
H -5.768 -0.124 -0.132
C 2.148 0.954 3.806
H 2.221 -0.446 2.191
F 1.929 1.788 6.623
H 0.393 -4.161 -2.307
F 3.198 3.070 5.426
N -0.594 -3.418 -0.576
H -0.327 3.238 4.156
Ti -0.115 0.215 0.134
N 2.906 2.687 -0.163
H -3.300 -3.710 -3.602
H 1.470 -3.814 -0.939
N -4.255 -0.824 1.183
P -1.281 -2.214 -1.401
H 2.239 4.667 -0.228
C -2.975 1.876 -0.909
C 1.685 0.373 2.651
C -2.349 -3.933 -3.119
N -1.607 -2.673 -2.881
H -0.178 -4.313 1.264
O -1.770 -0.152 0.961
H 3.056 0.595 4.274
C -0.144 1.788 2.591
C -4.037 -1.580 2.438
H -4.284 -2.634 2.304
H 4.435 2.426 -2.263
H -0.708 -1.002 -3.830
H 4.408 0.957 -3.231
H -0.618 -2.523 -4.731
C -1.247 -1.908 -4.090
H -1.763 -4.580 -3.771
C 1.929 3.718 0.207
C 0.259 2.430 3.743
C -5.663 -0.779 0.728
H -1.953 1.983 -1.272
O -2.639 -1.946 -0.559
C 4.489 1.344 -2.216
H 0.411 -5.234 -0.907
H -2.541 -4.455 -2.184
N -3.446 0.486 -0.966
O -0.520 -0.860 -1.378
H 4.913 2.112 0.185
H -3.601 2.480 -1.562
C 1.425 2.004 4.356
N 0.555 0.780 2.042
N 3.360 0.795 -1.441
H -1.063 2.078 2.100
H -4.297 -0.988 -2.239
H 2.369 -1.024 -1.015
P -3.047 -0.568 0.187
H -3.065 2.288 0.094
H 2.612 -0.691 -2.740
C -0.465 -3.335 0.885
O 1.300 1.129 -0.557
F 1.199 3.714 5.955
C -3.936 0.037 -2.285
H 4.716 3.778 -0.410
H 3.979 -1.172 -1.721
H -3.008 -1.481 2.774
C 0.488 -4.196 -1.225
H -6.267 -0.378 1.539
H -2.150 -1.644 -4.640
H 5.445 1.034 -1.798
C 2.544 1.548 -0.729
C 1.941 2.665 5.625
H -4.688 -1.162 3.203
C 3.052 -0.604 -1.746
H 0.944 3.474 -0.169

---

Entry 6:
65
Properties=species:S:1:pos:R:3 method="wB97M-V/def2-TZVPD" s2=6.04 homo_ev="-19.09 / -20.71" charge=+4 e_lumo_ev="-13.1 / -17.0" total_energy_ev=-63078.310 multiplicity=5
Ru 0.219 0.159 0.510
C 0.635 2.793 2.826
P -2.085 -0.756 0.524
H 3.544 2.649 -0.541
H -2.061 -1.255 2.882
H 0.129 -1.053 5.244
H 3.040 -0.139 -1.444
H 2.815 1.553 2.819
C -2.736 -2.258 -0.303
C -3.144 0.524 -0.298
H -2.896 1.813 2.234
H -0.055 3.550 -0.117
N 0.408 -0.685 2.134
H 3.169 -0.393 -3.259
H -3.519 1.286 0.400
H 3.003 -0.214 2.583
H -1.981 -2.796 -5.395
C -0.344 -1.547 -2.677
H -3.636 -2.620 0.222
H 0.124 0.533 -2.317
H 3.305 -2.185 -1.652
H -1.990 2.872 3.329
H -0.168 -3.579 -1.468
C -0.902 0.240 -4.226
H 1.782 -1.273 -4.149
C -0.948 3.281 0.461
H 0.925 2.094 3.622
H -1.968 -3.030 -0.279
H 0.078 3.619 3.298
S 0.451 -2.355 -1.320
C 3.180 0.779 2.142
C -1.548 -2.048 -4.728
H 2.195 -3.238 -2.672
C -1.462 -0.698 -5.089
H 4.258 0.907 1.963
C 0.508 -1.183 3.178
C 2.559 -2.229 -2.427
H -1.853 1.106 3.511
C -2.863 -1.065 2.168
H -1.879 -0.379 -6.048
P -0.502 1.944 1.632
H -2.999 -2.024 -1.338
H 1.819 2.629 -1.025
H -3.497 -1.965 2.129
C 2.386 -1.154 -3.239
H 0.215 -2.719 4.597
H 2.288 3.306 0.572
H -1.002 -3.498 -3.225
C -1.953 1.922 2.779
H -3.473 -0.232 2.519
C 0.639 -1.706 4.510
P 2.306 0.868 0.536
H -3.997 0.037 -0.809
H 3.509 -1.097 0.000
H -1.740 2.911 -0.204
H 1.705 -1.773 4.798
H 1.526 3.196 2.321
H -1.306 4.148 1.035
C -0.368 -0.184 -3.001
C -0.989 -2.456 -3.510
H -0.810 1.281 -4.561
H -2.498 0.997 -1.061
C 3.469 -0.098 -0.444
H 4.477 0.350 -0.475
C 2.512 2.539 -0.178

---

| no. | largest force on an atom (eV/A) |
| --- | --- |
| 1 | 3.610 |
| 2 | 13.633 |
| 3 | 6.125 |
| 4 | 5.433 |
| 5 | 1.298 |
| 6 | 6.163 |